{"formula": "C26H32BIN9ORuSeSi", "method": "ωB97M-V/def2-TZVPD", "species": ["Ru", "C", "C", "N", "N", "C", "O", "C", "C", "C", "C", "C", "C", "C", "C", "C", "C", "C", "N", "H", "H", "H", "H", "H", "H", "H", "H", "H", "H", "H", "H", "B", "N", "C", "C", "C", "N", "N", "C", "C", "C", "N", "H", "H", "H", "H", "H", "H", "H", "H", "C", "Si", "C", "C", "Se", "H", "H", "H", "H", "H", "H", "H", "H", "H", "I", "C", "C", "N", "N", "C", "H", "H", "H"], "xyz": [[0.47728, -0.39725, -0.65806], [-3.73859, -0.90977, -1.36793], [-2.25533, -0.73232, -1.42465], [-1.51582, -0.61394, -0.37219], [-2.06268, -0.82507, 0.83906], [-1.13321, -1.16929, 1.74118], [0.07302, -1.40620, 1.49753], [-1.60685, -1.26849, 3.15404], [-0.65698, -1.39168, 4.16064], [-1.04533, -1.40103, 5.49228], [-2.38886, -1.29246, 5.82493], [-3.34394, -1.18668, 4.82072], [-2.95539, -1.17357, 3.48963], [-1.53274, -0.74088, -2.68715], [-2.17430, -0.81516, -3.91830], [-1.42851, -0.80162, -5.07973], [-0.04683, -0.70952, -5.00229], [0.53041, -0.65461, -3.75280], [-0.18625, -0.70181, -2.62780], [-4.04732, -0.99479, -0.33307], [-4.06023, -1.80452, -1.90783], [-4.23981, -0.04872, -1.81941], [0.38683, -1.46241, 3.88364], [-0.29851, -1.48552, 6.27173], [-2.69134, -1.28968, 6.86488], [-4.39279, -1.10919, 5.07872], [-3.68782, -1.09285, 2.69830], [-3.25411, -0.86430, -3.94540], [-1.91756, -0.84623, -6.04475], [0.56915, -0.67507, -5.88924], [1.60112, -0.56289, -3.63127], [3.50649, 1.03697, 0.61743], [3.55644, -0.28874, -0.20399], [4.65752, -1.00613, -0.45167], [4.35469, -1.98541, -1.38177], [3.00480, -1.78594, -1.65540], [2.53217, -0.75482, -0.94229], [2.19604, 1.09624, 1.45230], [2.08308, 1.57322, 2.69655], [0.74453, 1.79837, 2.97211], [0.09138, 1.43150, 1.80293], [0.97047, 1.00590, 0.89319], [3.51501, 1.97052, -0.15691], [4.43941, 1.02372, 1.38472], [5.58672, -0.76855, 0.03979], [5.01215, -2.73094, -1.79552], [2.34872, -2.34262, -2.30392], [2.96320, 1.73543, 3.29793], [0.31387, 2.18853, 3.87897], [-0.96234, 1.44438, 1.57434], [0.53066, 4.37780, 0.76568], [0.15149, 4.21631, -1.04344], [1.59818, 4.80388, -2.06017], [-1.36831, 5.20056, -1.49608], [-0.39440, 2.08880, -1.71723], [0.69889, 5.43255, 1.01147], [1.42673, 3.81505, 1.03414], [-0.29318, 4.01154, 1.37779], [1.77173, 5.87607, -1.91717], [1.40456, 4.62561, -3.12060], [2.50946, 4.26657, -1.78659], [-1.19531, 6.26841, -1.33144], [-2.23036, 4.89059, -0.90162], [-1.61611, 5.05390, -2.55097], [-1.81758, -6.68434, -0.91392], [-0.64769, -5.01865, -0.59248], [0.35070, -4.86898, 0.34049], [0.83916, -3.63072, 0.16622], [0.21117, -2.95677, -0.80220], [-0.69718, -3.79480, -1.27871], [0.73281, -5.54707, 1.08428], [1.48547, -3.12974, 0.75488], [-1.34193, -3.51075, -2.09649]], "mulliken_spin": [1.320, -0.004, -0.009, -0.048, 0.004, -0.020, 0.054, 0.011, 0.002, 0.000, 0.001, 0.000, -0.001, 0.023, -0.014, 0.013, -0.009, 0.025, -0.035, 0.000, 0.000, -0.001, 0.000, 0.000, 0.000, 0.000, 0.000, 0.001, 0.000, 0.000, 0.001, 0.008, -0.003, -0.002, -0.001, 0.004, -0.004, 0.012, 0.008, 0.004, 0.031, -0.027, -0.001, 0.000, 0.000, 0.000, -0.002, 0.001, 0.000, -0.005, -0.001, 0.018, -0.003, -0.016, -0.371, 0.000, -0.001, -0.001, 0.000, 0.000, 0.000, -0.002, 0.001, 0.000, 0.001, 0.001, 0.001, -0.005, 0.027, 0.010, 0.000, 0.002, 0.001], "e_homo_ha": [-0.281, -0.282], "spin_multiplicity": 2, "charge": 0, "e_lumo_ev": [-1.0, -0.7], "s_squared": 0.988, "orbital_gap_ev": [6.60, 6.99]}


{"formula": "C26H32BiClO4", "method": "ωB97M-V/def2-TZVPD", "species": ["O", "C", "C", "H", "H", "C", "H", "H", "C", "H", "H", "H", "C", "H", "H", "H", "Bi", "C", "C", "C", "H", "C", "C", "H", "H", "H", "H", "C", "C", "C", "H", "C", "C", "H", "H", "H", "H", "O", "C", "C", "H", "H", "C", "H", "H", "C", "H", "H", "H", "H", "Cl", "C", "C", "C", "C", "C", "C", "C", "O", "O", "H", "H", "H", "H"], "xyz": [[-4.26658, -0.17503, -1.07769], [-4.84296, -1.50614, -0.82684], [-6.28009, -1.11224, -1.05929], [-4.73937, -1.74720, 0.24317], [-4.41964, -2.27234, -1.49729], [-5.65119, 0.30560, -1.21966], [-6.84698, -1.31302, -0.12367], [-6.70825, -1.60440, -1.94444], [-5.92169, 1.12973, 0.01316], [-5.88428, 0.48161, 0.89925], [-6.89358, 1.63513, -0.02329], [-5.13978, 1.88314, 0.15619], [-5.87904, 1.02643, -2.53440], [-5.73318, 0.37053, -3.39481], [-5.18229, 1.86718, -2.64162], [-6.89484, 1.41712, -2.60799], [1.56419, 0.56062, 0.01338], [2.92767, 0.93410, -1.86443], [3.00817, -0.53374, -1.82639], [2.04174, -1.03623, -2.73710], [3.76943, -1.11796, -1.30830], [1.32914, 0.05518, -3.29979], [1.83906, 1.26802, -2.77599], [1.55248, 2.28843, -3.04181], [3.68274, 1.61314, -1.47176], [1.90986, -2.09085, -2.98506], [0.54336, -0.04084, -4.05376], [1.98231, 2.77308, 0.87107], [1.02790, 3.41690, -0.01698], [-0.23180, 3.38901, 0.61325], [1.30254, 3.91443, -0.94517], [-0.11359, 2.73505, 1.87267], [1.23457, 2.32104, 2.04820], [1.68530, 1.88733, 2.94218], [3.06360, 2.84356, 0.78335], [-1.13883, 3.84650, 0.21094], [-0.90865, 2.63205, 2.61257], [-2.85238, -1.53713, 0.79432], [-1.96840, -0.50203, 0.22919], [-1.82104, -0.88435, -1.25011], [-0.95064, -0.55687, 0.69824], [-2.41839, 0.46711, 0.34975], [-1.64735, -2.41379, -1.14579], [-1.11584, -0.35273, -1.91959], [-2.76100, -0.78022, -1.79772], [-2.28760, -2.77173, 0.21244], [-0.59835, -2.70707, -1.20307], [-2.19004, -2.94265, -1.94783], [-1.60254, -3.26150, 0.93113], [-3.11189, -3.50133, 0.12790], [8.48503, -2.44501, 4.71572], [7.31256, -1.57231, 3.80515], [7.72285, -0.54182, 2.94297], [6.77986, 0.07600, 2.11535], [5.43575, -0.32260, 2.15823], [5.03311, -1.31330, 3.05144], [5.95548, -1.93122, 3.89319], [4.40456, 0.33552, 1.28448], [4.64380, 1.43532, 0.76577], [3.27870, -0.34129, 1.17064], [8.76835, -0.23894, 2.90602], [7.07896, 0.86436, 1.43189], [3.98758, -1.60576, 3.08220], [5.65142, -2.69959, 4.59624]], "nbo_charge": [-0.579, -0.067, -0.473, 0.215, 0.177, 0.270, 0.211, 0.209, -0.622, 0.212, 0.210, 0.216, -0.624, 0.213, 0.218, 0.215, 1.675, -0.518, -0.354, -0.265, 0.254, -0.277, -0.284, 0.235, 0.287, 0.228, 0.228, -0.505, -0.288, -0.273, 0.228, -0.280, -0.335, 0.244, 0.296, 0.225, 0.228, -0.548, -0.069, -0.462, 0.148, 0.216, -0.447, 0.223, 0.262, -0.089, 0.206, 0.207, 0.180, 0.185, 0.017, -0.031, -0.238, -0.154, -0.168, -0.153, -0.240, 0.788, -0.672, -0.845, 0.230, 0.239, 0.235, 0.228], "e_homo_ha": -0.303, "spin_multiplicity": 1, "charge": 0, "e_lumo_ev": -0.1, "orbital_gap_ev": 8.09}


{"formula": "C26H32F6N3O18", "method": "ωB97M-V/def2-TZVPD", "species": ["C", "C", "C", "C", "C", "N", "N", "N", "C", "C", "C", "H", "H", "H", "H", "H", "H", "H", "H", "H", "H", "H", "H", "H", "H", "C", "C", "O", "C", "O", "O", "F", "H", "H", "H", "C", "C", "O", "C", "O", "O", "F", "H", "H", "H", "C", "C", "O", "C", "O", "O", "F", "H", "H", "H", "C", "C", "O", "C", "O", "O", "F", "H", "H", "H", "C", "C", "O", "C", "O", "O", "F", "H", "H", "H", "C", "C", "O", "C", "O", "O", "F", "H", "H", "H"], "xyz": [[6.33982, 2.88579, 0.64610], [5.51155, 3.91349, -0.26237], [4.37827, 3.09100, -0.91245], [4.58146, 2.30914, -2.15088], [3.36460, 1.58615, -2.54347], [3.50253, 0.77519, -3.71310], [2.14390, 1.56010, -1.99392], [1.99584, 2.26473, -0.89531], [0.66797, 2.24779, -0.20856], [-0.06939, 3.63327, -0.26941], [3.02568, 2.95362, -0.38556], [6.86589, 3.42075, 1.46655], [5.59643, 2.18931, 1.11203], [7.01100, 2.24496, 0.02050], [5.07962, 4.68946, 0.41637], [6.20751, 4.34635, -1.02158], [5.55270, 2.27140, -2.68099], [4.35945, 0.22589, -3.56562], [2.75488, 0.07587, -3.72006], [0.87696, 1.93372, 0.84366], [0.05691, 1.43948, -0.67418], [-0.44403, 3.86083, -1.30242], [-1.00182, 3.52035, 0.34971], [0.49923, 4.48034, 0.17798], [2.81630, 3.49402, 0.57059], [-2.73343, -2.09701, -1.11262], [-2.91845, -1.23997, -2.32990], [-3.40543, -0.02287, -1.78773], [-2.88362, 0.06149, -0.53428], [-2.85809, 1.06308, 0.11441], [-2.38979, -1.13007, -0.11581], [-3.85565, -1.75426, -3.15442], [-3.65018, -2.61203, -0.81908], [-1.94113, -2.83371, -1.23629], [-2.00044, -1.04881, -2.89190], [6.98148, -2.42201, -1.23808], [6.75780, -0.99673, -1.64031], [5.71303, -1.09586, -2.59436], [4.98908, -2.20340, -2.23534], [3.89758, -2.44023, -2.63921], [5.67080, -2.98075, -1.36142], [7.85401, -0.48327, -2.24552], [7.66498, -2.94527, -1.90960], [7.35334, -2.51299, -0.21903], [6.44757, -0.34025, -0.82248], [-6.16468, 0.62301, 1.21467], [-6.24324, -0.87473, 1.17549], [-6.31498, -1.22700, 2.54247], [-6.92196, -0.17279, 3.16473], [-7.38806, -0.21887, 4.25628], [-6.93326, 0.93255, 2.37620], [-5.11398, -1.41525, 0.64769], [-5.14322, 0.98744, 1.34633], [-6.59013, 1.08730, 0.32600], [-7.11732, -1.26619, 0.64920], [-9.99608, 1.94674, 4.77685], [-9.62438, 2.87521, 3.65739], [-10.79184, 3.65422, 3.48763], [-11.39261, 3.69849, 4.71471], [-12.24073, 4.47027, 5.01562], [-10.88749, 2.74921, 5.54929], [-9.38679, 2.19109, 2.51085], [-10.52073, 1.05572, 4.42483], [-9.13506, 1.63649, 5.36631], [-8.77658, 3.52865, 3.87735], [12.83082, -0.53876, -2.17317], [11.62815, -0.60536, -3.06814], [10.83400, -1.60721, -2.45852], [11.13585, -1.56024, -1.12737], [10.48055, -2.06538, -0.27273], [12.27561, -0.85892, -0.89892], [11.96604, -1.01585, -4.31232], [13.58954, -1.27909, -2.43547], [13.29145, 0.44788, -2.16425], [11.05917, 0.32575, -3.13017], [-6.35341, -5.22738, 2.07260], [-7.58879, -5.85991, 1.49889], [-7.80459, -5.11519, 0.31339], [-6.57316, -4.69689, -0.09261], [-6.33323, -4.27718, -1.17804], [-5.64898, -4.82371, 0.89843], [-8.65187, -5.69008, 2.31872], [-6.57721, -4.34881, 2.68247], [-5.76282, -5.92465, 2.66487], [-7.48077, -6.91871, 1.25177]], "lowdin_charge": [-0.080, -0.166, -0.129, 0.122, -0.281, 0.125, 0.174, -0.110, -0.133, -0.058, 0.030, 0.084, 0.077, 0.074, 0.120, 0.125, 0.143, 0.069, 0.102, 0.140, 0.125, 0.095, 0.091, 0.078, 0.159, -0.051, -0.315, 0.139, -0.569, 0.141, 0.068, 0.095, 0.131, 0.146, 0.174, -0.043, -0.319, 0.088, -0.538, 0.180, 0.097, 0.079, 0.156, 0.149, 0.166, -0.045, -0.296, 0.137, -0.531, 0.180, 0.063, 0.078, 0.135, 0.152, 0.182, -0.066, -0.321, 0.136, -0.541, 0.184, 0.076, 0.068, 0.149, 0.133, 0.177, -0.055, -0.322, 0.123, -0.543, 0.167, 0.082, 0.084, 0.151, 0.144, 0.174, -0.056, -0.316, 0.141, -0.551, 0.171, 0.063, 0.084, 0.143, 0.143, 0.177], "e_homo_ha": -0.448, "spin_multiplicity": 1, "charge": 1, "e_lumo_ev": -4.5, "orbital_gap_ev": 7.64}


The evaluated energy above the lowest of the compared OMol25 structures with the same formula, charge and spin for the records listed, in turn: 18.3; 0.0; 24.0 kcal per mole.